This record from OMol25 describes a 2-piece molecular cluster, CH4Br2Si overall. The level of theory is wB97M-V/def2-TZVPD.

Results
E_HOMO (spin up / spin down)	-6.9 / -10.5	eV
energy	-149061.496	eV
energy above the lowest of the compared OMol25 structures with the same formula, charge and spin	23.04	kcal/mol
orbital gap (spin up / spin down)	7.24 / 7.81	eV
lowest unoccupied orbital energy (spin up / spin down)	0.0118 / -0.0976	hartree
spin multiplicity	3

Geometry as XYZ:
```
8
Properties=species:S:1:pos:R:3:mulliken_charge:R:1
C -1.2363 -0.2792 -1.0526 -0.5618
Si -0.0196 1.9486 2.2369 0.1510
Br 0.0195 1.2704 -1.2594 -0.1385
Br -0.3903 0.2113 3.6496 -0.1847
H -2.0582 0.1711 -1.5117 0.2341
H -1.0449 -1.1406 -1.7033 0.2908
H -1.4977 -0.3736 0.0395 0.1959
H 1.3293 2.3902 2.9447 0.0133
```



This record from OMol25 describes CH4BrFeO as an isolated structure. The level of theory is wB97M-V/def2-TZVPD.

Results
E_HOMO (spin up / spin down)	-13.2 / -13.2	eV
energy	-107568.376	eV
charge	+1
orbital gap (spin up / spin down)	4.90 / 4.81	eV
lowest unoccupied orbital energy (spin up / spin down)	-0.3052 / -0.3080	hartree
spin multiplicity	5

Geometry as XYZ:
```
8
Properties=species:S:1:pos:R:3:mulliken_charge:R:1
Fe -1.6678 3.3097 0.1503 1.0670
Br -1.6782 1.4396 1.9972 -0.0985
C 0.6107 -0.6936 0.0160 -0.2980
O 0.9809 -0.8703 -1.3693 -0.5165
H 0.4139 0.3525 0.2507 0.0213
H -0.3043 -1.2528 0.2113 0.2612
H 1.4011 -1.1048 0.6440 0.2572
H 0.2437 -1.1803 -1.9003 0.3063
```



- What is the formula in the first record?
  CH4Br2Si



- Look up the energy of the second one.
  -107568.376 eV



- What is the energy in the second record?
  -107568.376 eV



- The lowest energy belongs to which entry?
  CH4Br2Si